{"formula": "C7H7NO3", "method": "ωB97M-V/def2-TZVPD", "fmax_ev_per_a": 4.65, "charge": 0, "homo_ha": -0.3255, "e_above_lowest_ev": 5.273, "symbols": ["C", "C", "C", "C", "C", "C", "C", "N", "O", "O", "O", "H", "H", "H", "H", "H", "H", "H"], "coordinates": [[1.596, 2.077, -0.794], [1.438, 1.185, -0.016], [1.057, -1.330, 0.228], [0.046, -1.072, -0.821], [-0.670, 0.185, 1.031], [1.345, 0.034, 0.868], [-2.121, -0.090, -1.150], [-0.934, -0.248, -0.332], [1.727, -2.304, 0.591], [0.153, -1.350, -1.952], [1.881, 0.168, 2.118], [1.753, 2.947, -1.400], [-0.797, -0.601, 1.780], [-0.805, 1.191, 1.393], [-2.531, 0.878, -1.262], [-2.067, -0.308, -2.189], [-2.924, -0.629, -0.616], [1.853, -0.733, 2.522]], "nbo_charge": [-0.166, -0.095, 0.443, 0.578, -0.198, 0.199, -0.425, -0.445, -0.507, -0.537, -0.649, 0.243, 0.182, 0.225, 0.210, 0.250, 0.196, 0.497]}

{"formula": "C2H3NS", "method": "ωB97M-V/def2-TZVPD", "fmax_ev_per_a": 4.32, "charge": 0, "homo_ha": -0.3418, "e_above_lowest_ev": 1.539, "symbols": ["C", "C", "N", "S", "H", "H", "H"], "coordinates": [[-0.530, -1.286, -0.030], [0.183, 0.628, -0.025], [0.599, -0.690, 0.041], [-1.635, 0.130, 0.009], [-0.918, -2.228, -0.096], [0.343, 1.145, 0.896], [0.186, 1.204, -1.037]], "nbo_charge": [-0.004, -0.289, -0.448, 0.079, 0.200, 0.222, 0.240]}

{"formula": "C38H29Co2O7Si", "method": "ωB97M-V/def2-TZVPD", "fmax_ev_per_a": 4.85, "charge": -1, "homo_ha": -0.1300, "e_above_lowest_ev": 0.000, "symbols": ["O", "C", "Co", "C", "O", "C", "O", "C", "C", "C", "C", "C", "C", "C", "C", "C", "Co", "C", "O", "C", "O", "C", "O", "H", "H", "H", "H", "H", "H", "H", "C", "C", "C", "C", "Si", "C", "C", "C", "C", "C", "C", "C", "C", "C", "C", "C", "C", "O", "C", "C", "C", "C", "C", "C", "C", "H", "H", "H", "H", "H", "H", "H", "H", "H", "H", "H", "H", "H", "H", "H", "H", "H", "H", "H", "H", "H", "H"], "coordinates": [[4.672, 3.391, -5.641], [3.812, 2.776, -5.177], [2.237, 2.120, -4.520], [1.599, 3.629, -3.866], [1.059, 4.490, -3.314], [1.322, 1.909, -6.015], [0.681, 1.836, -6.974], [2.578, 0.773, -3.357], [1.240, 1.130, -3.410], [-0.020, 0.936, -2.969], [-1.091, 0.498, -3.852], [-2.371, 1.084, -3.689], [-3.462, 0.653, -4.434], [-3.314, -0.400, -5.348], [-2.061, -1.002, -5.527], [-0.953, -0.547, -4.804], [3.119, -0.762, -4.532], [4.768, -0.346, -4.955], [5.838, -0.032, -5.272], [2.467, -1.399, -6.042], [2.065, -1.826, -7.043], [3.148, -2.041, -3.329], [3.152, -2.867, -2.512], [3.178, 0.821, -2.434], [-0.272, 1.163, -1.928], [-2.456, 1.888, -2.952], [-4.429, 1.139, -4.292], [-4.182, -0.753, -5.906], [-1.959, -1.831, -6.234], [0.024, -1.032, -4.933], [-1.450, 2.655, 5.445], [-2.440, 1.820, 4.915], [-2.081, 0.712, 4.137], [-0.732, 0.463, 3.842], [-0.257, -0.926, 2.717], [1.311, -1.704, 3.305], [1.579, -1.788, 4.682], [2.739, -2.430, 5.140], [3.633, -2.987, 4.217], [3.373, -2.898, 2.843], [2.216, -2.252, 2.386], [-1.611, -2.186, 2.617], [-1.643, -3.219, 3.569], [-2.694, -4.145, 3.578], [-3.716, -4.048, 2.626], [-3.675, -3.037, 1.656], [-2.613, -2.121, 1.638], [0.002, -0.307, 1.155], [-0.139, 0.982, 0.804], [0.881, 1.876, 0.633], [0.351, 3.260, 0.582], [-1.185, 3.095, 0.740], [-1.506, 1.599, 0.644], [0.257, 1.289, 4.395], [-0.100, 2.382, 5.196], [-1.729, 3.512, 6.061], [-3.497, 2.019, 5.105], [-2.853, 0.033, 3.762], [0.882, -1.353, 5.403], [2.930, -2.493, 6.214], [4.532, -3.496, 4.570], [4.067, -3.332, 2.119], [2.015, -2.181, 1.313], [-0.842, -3.295, 4.310], [-2.709, -4.936, 4.331], [-4.544, -4.760, 2.639], [-4.467, -2.955, 0.909], [-2.568, -1.356, 0.857], [1.937, 1.609, 0.646], [0.747, 3.904, 1.384], [0.578, 3.758, -0.374], [-1.487, 3.461, 1.729], [-1.724, 3.669, -0.022], [-1.901, 1.355, -0.359], [-2.253, 1.266, 1.382], [1.313, 1.080, 4.201], [0.685, 3.012, 5.620]], "lowdin_charge": [0.105, -0.112, 0.044, -0.128, 0.106, -0.121, 0.116, -0.254, -0.280, -0.077, -0.228, -0.061, -0.115, -0.123, -0.093, -0.028, 0.029, -0.191, 0.067, -0.197, 0.062, -0.184, 0.058, 0.073, 0.088, 0.101, 0.090, 0.086, 0.099, 0.086, -0.093, -0.085, -0.086, -0.227, 0.632, -0.236, -0.108, -0.089, -0.093, -0.076, -0.064, -0.227, -0.081, -0.088, -0.094, -0.081, -0.075, -0.091, -0.364, -0.025, -0.188, -0.163, -0.128, -0.083, -0.082, 0.099, 0.101, 0.104, 0.104, 0.099, 0.098, 0.105, 0.114, 0.098, 0.099, 0.098, 0.103, 0.106, 0.117, 0.105, 0.097, 0.102, 0.104, 0.106, 0.102, 0.112, 0.101]}

{"formula": "C5H8O", "method": "ωB97M-V/def2-TZVPD", "fmax_ev_per_a": 0.35, "charge": 0, "homo_ha": -0.3000, "e_above_lowest_ev": 4.436, "symbols": ["C", "C", "C", "O", "C", "C", "H", "H", "H", "H", "H", "H", "H", "H"], "coordinates": [[1.324, 0.484, -0.765], [0.628, 0.709, 0.568], [-0.714, 1.377, 0.786], [-1.709, 0.370, 0.395], [-1.049, -0.486, -0.417], [0.289, -0.464, -0.301], [1.069, 1.103, -1.623], [2.376, 0.211, -0.713], [1.238, 0.516, 1.450], [-0.908, 2.271, 0.182], [-0.889, 1.607, 1.838], [-1.689, -1.095, -1.048], [-0.122, -3.671, -0.163], [0.158, -2.980, -0.143]], "nbo_charge": [-0.370, -0.294, -0.084, -0.487, 0.208, -0.205, 0.218, 0.221, 0.216, 0.185, 0.203, 0.202, -0.026, 0.012]}

{"formula": "C16H8Br2Cl3MoNO2", "method": "ωB97M-V/def2-TZVPD", "fmax_ev_per_a": 0.11, "charge": 2, "homo_ha": [-0.5767, -0.5719], "symbols": ["Mo", "Cl", "C", "C", "C", "Cl", "C", "O", "C", "Cl", "C", "H", "H", "C", "C", "C", "C", "C", "C", "Br", "C", "C", "Br", "C", "O", "C", "N", "H", "H", "H", "H", "H", "H"], "coordinates": [[0.126, -0.122, 0.494], [-2.824, -5.086, 3.469], [-2.064, -4.050, 2.368], [-2.573, -2.913, 1.878], [-1.480, -2.240, 1.163], [-1.878, -1.167, -0.428], [0.900, -2.715, 1.014], [1.219, -1.602, 0.259], [1.411, -3.036, 2.196], [2.799, -2.343, 2.897], [0.452, -3.891, 3.012], [-3.538, -2.480, 2.095], [0.933, -4.781, 3.413], [-0.656, -3.980, -0.589], [-0.445, -3.331, 0.769], [-0.638, -4.302, 1.954], [-0.055, -3.086, 4.193], [-0.446, -1.785, 4.245], [-0.408, -1.095, 5.536], [-0.757, -2.024, 7.103], [-0.053, 0.224, 5.613], [0.229, 0.973, 4.452], [0.792, 2.715, 4.582], [0.031, 0.399, 3.190], [0.199, 1.038, 2.007], [-0.455, -0.901, 3.093], [-0.816, -1.145, 1.810], [-0.014, -4.856, -0.673], [-0.402, -3.303, -1.402], [-1.692, -4.300, -0.711], [-0.473, -5.339, 1.669], [0.016, -3.589, 5.151], [0.035, 0.708, 6.576]], "nbo_charge": [1.682, 0.155, 0.083, -0.352, 0.312, 0.069, 0.259, -0.601, -0.037, 0.111, -0.318, 0.282, 0.275, -0.618, -0.131, -0.254, 0.110, -0.222, 0.047, 0.262, -0.306, 0.014, 0.320, 0.168, -0.599, 0.288, -0.553, 0.254, 0.239, 0.245, 0.279, 0.255, 0.283]}

{"formula": "C28H22IrNPS", "method": "ωB97M-V/def2-TZVPD", "fmax_ev_per_a": 1.23, "charge": 1, "spin_multiplicity": 5, "homo_ha": [-0.3788, -0.4099], "symbols": ["Ir", "C", "C", "C", "C", "C", "C", "P", "C", "C", "C", "C", "C", "C", "C", "C", "C", "C", "C", "C", "H", "H", "H", "H", "H", "H", "H", "H", "H", "H", "H", "H", "H", "H", "C", "C", "C", "C", "C", "C", "C", "C", "C", "S", "C", "N", "H", "H", "H", "H", "H", "H", "H", "H"], "coordinates": [[0.820, -0.347, 1.244], [-0.278, 6.143, -1.543], [-0.755, 5.049, -2.246], [-0.584, 3.771, -1.747], [0.096, 3.583, -0.546], [0.561, 4.684, 0.170], [0.372, 5.961, -0.332], [0.391, 1.877, 0.093], [-0.841, 0.882, -0.829], [-2.063, 0.672, -0.185], [-3.088, 0.010, -0.833], [-2.897, -0.469, -2.119], [-1.689, -0.260, -2.767], [-0.662, 0.422, -2.133], [2.023, 1.381, -0.562], [2.792, 2.013, -1.529], [4.067, 1.527, -1.772], [4.582, 0.473, -1.032], [3.810, -0.162, -0.068], [2.512, 0.269, 0.160], [-0.423, 7.138, -1.934], [-1.272, 5.185, -3.184], [-0.967, 2.923, -2.297], [1.067, 4.543, 1.115], [0.721, 6.817, 0.225], [-2.204, 1.056, 0.818], [-4.035, -0.132, -0.335], [-3.691, -1.000, -2.619], [-1.549, -0.617, -3.776], [0.278, 0.593, -2.643], [2.395, 2.858, -2.075], [4.672, 1.989, -2.537], [5.599, 0.148, -1.194], [4.241, -0.968, 0.509], [0.418, -2.671, -1.119], [-0.340, -3.080, 0.096], [-1.166, -4.217, 0.083], [-1.682, -4.684, 1.261], [-1.340, -4.042, 2.471], [-1.681, -4.577, 3.727], [-1.301, -3.936, 4.881], [-0.613, -2.727, 4.816], [-0.270, -2.156, 3.598], [0.595, -0.654, 3.608], [-0.598, -2.834, 2.392], [-0.151, -2.368, 1.200], [0.469, -3.489, -1.835], [1.430, -2.385, -0.821], [-0.043, -1.815, -1.609], [-1.365, -4.715, -0.855], [-2.311, -5.560, 1.293], [-2.222, -5.510, 3.755], [-1.529, -4.365, 5.844], [-0.300, -2.230, 5.720]], "nbo_charge": [0.840, -0.184, -0.189, -0.241, -0.246, -0.222, -0.198, 0.890, -0.279, -0.234, -0.206, -0.191, -0.203, -0.260, -0.415, -0.146, -0.210, -0.186, -0.224, -0.304, 0.227, 0.224, 0.222, 0.223, 0.228, 0.226, 0.229, 0.228, 0.228, 0.236, 0.221, 0.226, 0.227, 0.223, -0.665, 0.298, -0.253, -0.080, -0.129, -0.116, -0.211, -0.139, -0.265, 0.175, 0.253, -0.548, 0.237, 0.244, 0.255, 0.240, 0.235, 0.229, 0.239, 0.240]}

{"formula": "C8H17AsF6N3O2PPtS3", "method": "ωB97M-V/def2-TZVPD", "fmax_ev_per_a": 3.39, "charge": 2, "spin_multiplicity": 5, "homo_ha": [-0.5659, -0.6112], "e_above_lowest_ev": 0.601, "symbols": ["Pt", "C", "C", "O", "P", "S", "S", "O", "C", "C", "H", "H", "H", "H", "H", "H", "H", "H", "H", "H", "C", "C", "C", "N", "N", "C", "N", "S", "H", "H", "H", "H", "H", "H", "H", "F", "As", "F", "F", "F", "F", "F"], "coordinates": [[6.174, -13.679, 7.799], [4.525, -18.660, 11.692], [5.138, -17.276, 11.956], [5.487, -16.808, 10.534], [5.844, -15.317, 10.250], [7.585, -14.805, 9.139], [4.436, -14.528, 8.996], [5.954, -14.648, 11.604], [5.667, -13.275, 12.075], [4.247, -13.251, 12.546], [4.654, -19.278, 12.578], [5.293, -19.225, 11.040], [3.487, -18.605, 11.249], [6.089, -17.289, 12.489], [4.453, -16.640, 12.405], [5.897, -12.624, 11.216], [6.337, -13.169, 12.908], [3.616, -13.601, 11.710], [4.072, -12.137, 12.683], [3.943, -13.783, 13.445], [8.873, -15.956, 3.482], [7.507, -15.507, 2.899], [7.062, -14.315, 3.703], [6.608, -14.630, 4.966], [6.457, -13.491, 5.636], [6.503, -12.302, 4.883], [5.951, -11.213, 5.380], [7.046, -12.672, 3.286], [9.076, -16.914, 3.114], [8.843, -16.132, 4.569], [9.620, -15.190, 3.250], [6.857, -16.364, 3.029], [7.609, -15.213, 1.856], [5.766, -11.282, 6.386], [6.046, -10.308, 4.970], [4.355, -10.351, 7.556], [4.868, -10.392, 9.239], [3.915, -11.830, 9.428], [6.183, -11.535, 8.354], [3.733, -9.281, 9.877], [6.038, -9.275, 8.858], [5.772, -10.725, 10.610]], "nbo_charge": [0.930, -0.653, -0.035, -0.839, 1.807, -0.131, -0.074, -0.849, -0.061, -0.647, 0.257, 0.238, 0.243, 0.214, 0.199, 0.224, 0.230, 0.205, 0.260, 0.247, -0.579, -0.472, 0.145, -0.121, -0.354, 0.242, -0.578, 0.619, 0.256, 0.224, 0.227, 0.287, 0.255, 0.472, 0.461, -0.633, 2.861, -0.619, -0.708, -0.560, -0.590, -0.599]}